# 1
DFT (wB97M-V/def2-TZVPD) results for the molecule C4H9NO.

For the total energy, the calculation gives -287.7634 hartree. The energy above the lowest of the compared OMol25 structures with the same formula, charge and spin is 43.30 kcal per mole. Its SMILES is C/N=C/[C@@H](C)O. The calculation puts the LUMO energy at 1.1 eV.

Element x y z (Å)
1 C -2.116 1.056 0.672
2 N -0.854 0.420 0.774
3 C -0.309 0.181 -0.324
4 C 0.696 -0.905 -0.309
5 C 2.032 -0.324 -0.698
6 O 0.741 -1.522 0.948
7 H -2.848 0.273 0.886
8 H -2.371 1.511 -0.298
9 H -2.047 1.761 1.482
10 H -0.529 0.727 -1.252
11 H 0.364 -1.639 -1.060
12 H 2.776 -1.115 -0.673
13 H 1.991 0.110 -1.703
14 H 2.305 0.453 0.022
15 H 0.169 -0.987 1.533

The net atomic charges from natural (NBO), expressed in e, are:
1. C -0.4296
2. N -0.4470
3. C 0.1273
4. C 0.0355
5. C -0.6145
6. O -0.7228
7. H 0.2085
8. H 0.1726
9. H 0.2038
10. H 0.1599
11. H 0.1747
12. H 0.2215
13. H 0.2031
14. H 0.2118
15. H 0.4954

=====

# 2
DFT (wB97M-V/def2-TZVPD) results for a cluster of 2 separate species, C4H9NO in total.

For the total energy, the calculation gives -287.7580 hartree. The energy above the lowest of the compared OMol25 structures with the same formula, charge and spin is 46.72 kcal per mole. Its SMILES is CC(C)=N.C=O. The calculation puts the LUMO energy at 0.8 eV.

Element x y z (Å)
1 C -0.782 1.208 0.250
2 C 0.298 0.181 0.480
3 C 1.627 0.663 0.996
4 N 0.036 -1.054 0.314
5 H -0.371 2.144 -0.144
6 H -1.249 1.438 1.215
7 H -1.560 0.828 -0.418
8 H 2.415 -0.061 0.765
9 H 1.553 0.757 2.085
10 H 1.903 1.640 0.590
11 H 0.847 -1.642 0.511
12 C -1.202 -1.536 -1.648
13 O -2.331 -1.119 -1.537
14 H -0.382 -0.923 -2.073
15 H -0.914 -2.574 -1.402

The net atomic charges from natural (NBO), expressed in e, are:
1. C -0.6927
2. C 0.3514
3. C -0.6878
4. N -0.6415
5. H 0.2145
6. H 0.2357
7. H 0.2617
8. H 0.2193
9. H 0.2359
10. H 0.2240
11. H 0.3363
12. C 0.2989
13. O -0.5689
14. H 0.1005
15. H 0.1126

=====

# 3
DFT (wB97M-V/def2-TZVPD) results for the molecule C4H9NO.

For the total energy, the calculation gives -287.6509 hartree. The energy above the lowest of the compared OMol25 structures with the same formula, charge and spin is 113.91 kcal per mole. The calculation puts the LUMO energy (spin up / spin down) at -1.0 / -1.0 eV.

Element x y z (Å)
1 C -1.915 0.215 -0.455
2 C -0.733 0.492 0.472
3 O -0.816 0.021 1.688
4 C 0.610 -0.379 -0.194
5 C 1.684 0.276 -0.825
6 N 1.384 -0.597 1.005
7 H -2.782 0.798 -0.126
8 H -1.684 0.494 -1.492
9 H -2.186 -0.845 -0.413
10 H -0.432 1.562 0.390
11 H 0.607 -0.403 1.773
12 H 0.213 -1.268 -0.689
13 H 2.068 1.196 -0.396
14 H 2.147 -0.057 -1.760
15 H 1.837 -1.504 1.021

The net atomic charges from natural (NBO), expressed in e, are:
1. C -0.6376
2. C 0.1865
3. O -0.7055
4. C -0.2122
5. C -0.0718
6. N -0.7224
7. H 0.2204
8. H 0.1960
9. H 0.2099
10. H 0.1201
11. H 0.4286
12. H 0.2093
13. H 0.2080
14. H 0.1941
15. H 0.3765

=====

# 4
DFT (wB97M-V/def2-TZVPD) results for the molecule C4H9NO.

For the total energy, the calculation gives -287.7791 hartree. The energy above the lowest of the compared OMol25 structures with the same formula, charge and spin is 33.49 kcal per mole. Its SMILES is CCO/C=N/C. The calculation puts the LUMO energy at 1.1 eV.

Element x y z (Å)
1 C 0.214 0.393 -2.735
2 C 0.263 0.484 -1.222
3 O -0.305 -0.729 -0.685
4 C -0.378 -0.798 0.654
5 N 0.028 0.127 1.415
6 C -0.133 -0.149 2.830
7 H 0.787 -0.467 -3.095
8 H -0.816 0.294 -3.088
9 H 0.642 1.299 -3.181
10 H 1.289 0.591 -0.853
11 H -0.305 1.343 -0.847
12 H -0.829 -1.724 1.075
13 H -0.371 0.756 3.396
14 H 0.793 -0.589 3.230
15 H -0.926 -0.866 3.088

The net atomic charges from natural (NBO), expressed in e, are:
1. C -0.6256
2. C -0.0731
3. O -0.5034
4. C 0.4095
5. N -0.5091
6. C -0.4323
7. H 0.2130
8. H 0.2130
9. H 0.2155
10. H 0.1883
11. H 0.1901
12. H 0.1467
13. H 0.2021
14. H 0.1955
15. H 0.1697

=====

# 5
DFT (wB97M-V/def2-TZVPD) results for the molecule C4H9NO.

For the total energy, the calculation gives -287.7410 hartree. The energy above the lowest of the compared OMol25 structures with the same formula, charge and spin is 57.40 kcal per mole. Its SMILES is CN[C@@]1(C)CO1. The calculation puts the LUMO energy at 1.0 eV.

Element x y z (Å)
1 C -0.408 1.832 -0.717
2 N 0.679 0.930 -0.347
3 C 0.282 -0.243 0.358
4 C -0.933 -1.028 -0.093
5 C 1.226 -1.139 1.001
6 O 0.321 -0.282 1.766
7 H -1.142 1.406 -1.422
8 H -0.941 2.137 0.188
9 H 0.008 2.733 -1.178
10 H 1.172 0.633 -1.184
11 H -1.817 -0.398 -0.156
12 H -0.765 -1.530 -1.051
13 H -1.132 -1.785 0.670
14 H 2.245 -0.956 1.280
15 H 1.011 -2.197 0.813

The net atomic charges from natural (NBO), expressed in e, are:
1. C -0.4200
2. N -0.6170
3. C 0.3351
4. C -0.6499
5. C -0.1245
6. O -0.4854
7. H 0.1696
8. H 0.2036
9. H 0.2057
10. H 0.3623
11. H 0.2156
12. H 0.2066
13. H 0.2271
14. H 0.1999
15. H 0.1715

=====

# 6
DFT (wB97M-V/def2-TZVPD) results for a structure of composition C4H9NO.

For the total energy, the calculation gives -287.6421 hartree. The energy above the lowest of the compared OMol25 structures with the same formula, charge and spin is 119.42 kcal per mole. The calculation puts the LUMO energy at 0.1 eV.

Element x y z (Å)
1 C 4.024 -0.640 -0.334
2 C 4.737 0.420 -0.375
3 C -3.021 -0.089 -0.483
4 C -2.607 -0.876 0.771
5 H 3.168 -0.769 0.407
6 H 3.905 -1.376 -1.118
7 H 4.661 1.085 0.641
8 H 5.263 0.786 -1.231
9 H -3.574 2.214 -0.712
10 H -3.073 1.546 1.029
11 H -3.030 -1.950 0.685
12 H -2.863 -0.187 1.616
13 H -1.474 -0.801 0.789
14 N -2.710 1.284 -0.224
15 O -3.407 -0.647 -1.460

The net atomic charges from natural (NBO), expressed in e, are:
1. C -0.3933
2. C -0.3841
3. C 0.6698
4. C -0.7294
5. H 0.1920
6. H 0.1895
7. H 0.1916
8. H 0.2042
9. H 0.3895
10. H 0.3716
11. H 0.2509
12. H 0.2095
13. H 0.2420
14. N -0.8534
15. O -0.5505

=====

# 7
DFT (wB97M-V/def2-TZVPD) results for the molecule C4H9NO.

For the total energy, the calculation gives -287.8316 hartree. The energy above the lowest of the compared OMol25 structures with the same formula, charge and spin is 0.55 kcal per mole. Its SMILES is CC(C)C(N)=O. The calculation puts the LUMO energy at 0.9 eV.

Element x y z (Å)
1 C -0.551 -1.313 0.346
2 C -0.334 0.062 -0.303
3 C -1.378 1.072 0.164
4 C 1.068 0.583 0.018
5 N 2.095 -0.093 -0.580
6 O 1.272 1.534 0.751
7 H -0.404 -1.253 1.431
8 H 0.136 -2.073 -0.044
9 H -1.572 -1.663 0.163
10 H -0.405 -0.057 -1.394
11 H -1.224 2.044 -0.313
12 H -2.387 0.720 -0.076
13 H -1.303 1.224 1.245
14 H 1.952 -0.944 -1.098
15 H 3.034 0.157 -0.311

The net atomic charges from natural (NBO), expressed in e, are:
1. C -0.5973
2. C -0.3173
3. C -0.5987
4. C 0.6793
5. N -0.8317
6. O -0.6136
7. H 0.2145
8. H 0.2014
9. H 0.2141
10. H 0.2082
11. H 0.2218
12. H 0.2033
13. H 0.2221
14. H 0.3908
15. H 0.4030

=====

# 8
DFT (wB97M-V/def2-TZVPD) results for a structure of composition C4H9NO2.

For the total energy, the calculation gives -362.6440 hartree. The energy above the lowest of the compared OMol25 structures with the same formula, charge and spin is 168.41 kcal per mole. The calculation puts the LUMO energy at 6.8 eV. The total charge is -2.

Element x y z (Å)
1 C 0.698 -0.709 0.861
2 C -0.659 -0.289 0.212
3 C -1.846 0.422 0.938
4 O -3.062 0.205 0.414
5 N 0.973 -2.054 0.582
6 C 0.604 0.495 -0.055
7 O 2.250 1.305 -0.503
8 H 0.382 0.513 -2.986
9 H 1.016 -0.345 1.849
10 H -0.121 0.060 -3.295
11 H -1.057 -0.909 -0.577
12 H -1.548 1.505 0.930
13 H -1.741 0.092 2.010
14 H 1.837 -2.200 0.047
15 H 0.538 1.423 0.468
16 H 1.736 0.486 -0.895

The net atomic charges from natural (NBO), expressed in e, are:
1. C -0.0649
2. C -0.1376
3. C -0.0302
4. O -0.9764
5. N -1.0906
6. C -0.1596
7. O -0.9015
8. H 0.0217
9. H 0.1122
10. H -0.0246
11. H 0.2186
12. H 0.0700
13. H 0.0769
14. H 0.2800
15. H 0.1892
16. H 0.4169

=====

Among the records above, which one has the lowest energy above the lowest of the compared OMol25 structures with the same formula, charge and spin? number 7

=====

The highest energy above the lowest of the compared OMol25 structures with the same formula, charge and spin belongs to which entry? C4H9NO2

=====

Which of these has the lowest energy above the lowest of the compared OMol25 structures with the same formula, charge and spin? number 7

=====

Look up the energy above the lowest of the compared OMol25 structures with the same formula, charge and spin of the seventh one. 0.55 kcal per mole